{
  "formula": "C18H14BF4FeN5S5",
  "method": "the ωB97M-V functional and the def2-TZVPD basis",
  "species": ["Fe", "S", "S", "S", "S", "S", "F", "F", "F", "F", "N", "N", "N", "N", "N", "C", "C", "C", "C", "C", "C", "C", "C", "C", "C", "C", "C", "C", "C", "C", "C", "C", "C", "B", "H", "H", "H", "H", "H", "H", "H", "H", "H", "H", "H", "H", "H", "H"],
  "coordinates": [[-0.695, -0.432, 0.726], [1.207, -1.366, 1.615], [-0.541, -2.333, -1.053], [2.207, -4.157, 1.717], [0.851, -4.941, -0.762], [2.375, -7.031, 0.777], [-2.674, 1.485, 2.034], [-4.538, 0.654, 0.970], [-3.434, 2.476, 0.106], [-2.456, 0.386, 0.018], [-2.832, -5.894, 3.109], [-1.554, -4.899, 1.467], [-1.820, -1.633, 1.926], [-2.949, -3.621, 2.864], [0.208, 1.070, 0.183], [-0.113, 3.865, 0.904], [1.947, 1.083, -4.546], [-2.428, -4.762, 2.463], [0.021, 5.128, 1.460], [1.118, 5.923, 1.148], [0.843, 3.381, 0.014], [2.053, -5.399, 0.461], [2.024, 0.128, -3.539], [1.289, -2.906, 0.918], [1.938, 4.184, -0.297], [0.687, 1.979, -0.525], [1.080, 2.665, -2.954], [1.155, 1.715, -1.938], [1.468, 2.351, -4.250], [0.597, -3.289, -0.242], [-2.352, -2.553, 2.373], [2.080, 5.444, 0.270], [1.629, 0.442, -2.249], [-3.305, 1.279, 0.809], [0.700, 3.655, -2.730], [-0.738, 5.492, 2.143], [-2.783, -6.766, 2.612], [-1.252, -4.085, 0.943], [1.390, 3.098, -5.033], [2.692, 3.813, -0.981], [1.658, -0.299, -1.459], [-0.957, 3.233, 1.151], [1.222, 6.908, 1.587], [2.250, 0.835, -5.557], [2.383, -0.870, -3.759], [2.946, 6.050, 0.028], [-0.987, -5.723, 1.342], [-3.607, -5.764, 3.735]],
  "total_charge": -2,
  "max_force_ev_per_a": 0.458,
  "relative_energy_ev": 0.3517,
  "homo_lumo_gap_ev": [4.49, 6.05],
  "total_energy_ev": -126462.2807,
  "e_homo_ev": [-0.11, -2.31],
  "multiplicity": 5
}